Record 1
Entry from the OMol25 dataset: a single C19H25N3O3 molecule (ωB97M-V/def2-TZVPD).

The geometry in XYZ format:
```
50
Properties=species:S:1:pos:R:3:forces:R:3:nbo_charge:R:1
C -5.059919 -6.093348 0.256647 -0.0461 -0.1374 0.1962 -0.253
O -4.748816 -5.280210 -0.849690 0.1128 0.2013 -0.2397 -0.487
C -3.565330 -4.616433 -0.863007 0.1530 0.1552 -0.1239 0.310
C -2.611321 -4.664755 0.151927 -0.3089 -0.2145 0.0839 -0.271
C -1.437512 -3.947490 0.030663 0.0732 0.2199 -0.3159 -0.150
C -1.193688 -3.172575 -1.099446 -0.4636 -0.3791 0.2165 -0.149
C 0.038344 -2.429181 -1.231077 1.0820 0.5215 0.1950 0.311
N 0.989100 -2.401570 -0.330663 -0.8383 -0.7333 0.4993 -0.165
O 1.957138 -1.598335 -0.857549 0.3870 0.4730 -0.5893 -0.290
C 1.512183 -1.189654 -2.055481 -0.4695 -0.3589 -0.0923 0.537
C 2.315524 -0.265018 -2.887190 0.0898 0.2436 0.1724 -0.465
C 2.361915 1.139261 -2.264670 0.1368 -0.1369 -0.0369 -0.374
C 3.286836 1.202496 -1.046781 -0.0284 0.2931 -0.0584 -0.500
C 3.171678 2.574240 -0.395645 0.1254 -0.6356 -0.1216 0.687
O 3.905587 3.500121 -0.668641 0.2793 0.2967 -0.1947 -0.629
N 2.152808 2.666996 0.483206 -0.4780 -0.0476 0.4112 -0.629
C 1.814205 3.888530 1.182812 0.1078 0.4769 0.0367 -0.062
C 0.426182 4.391788 0.770315 0.0702 -0.1923 -0.0844 -0.402
C -0.686605 3.487608 1.295295 -0.0192 0.3205 0.1450 -0.401
C -0.594447 3.351863 2.812042 -0.0030 -0.3197 -0.1151 -0.399
C 0.767126 2.795626 3.217455 -0.0363 0.3293 0.1229 -0.401
C 1.889466 3.692935 2.700521 0.0411 -0.1881 -0.1262 -0.402
N 0.341126 -1.668009 -2.331103 0.1210 0.2388 -0.3364 -0.504
C -2.149758 -3.123658 -2.115371 0.1398 -0.0299 0.1959 -0.144
C -3.319723 -3.835888 -1.997344 -0.1929 -0.1861 0.1430 -0.260
H -6.039197 -6.518448 0.042656 0.0771 0.0084 0.0613 0.202
H -5.113446 -5.510410 1.181534 0.0166 -0.0249 -0.0359 0.177
H -4.333160 -6.902851 0.377235 -0.0202 0.0419 0.0026 0.178
H -2.773632 -5.258595 1.037538 -0.0436 -0.0573 0.0592 0.214
H -0.693250 -3.981114 0.810845 0.0468 -0.0392 0.1071 0.229
H 1.847285 -0.224526 -3.870270 0.0490 -0.1042 0.0594 0.247
H 3.330577 -0.654071 -2.984750 0.0122 -0.0107 -0.0958 0.231
H 2.719923 1.844458 -3.015780 -0.0457 0.0378 0.0144 0.225
H 1.348487 1.438354 -1.984433 -0.0018 0.0349 -0.0512 0.206
H 4.319451 1.060515 -1.367335 -0.0104 0.0181 0.0719 0.230
H 3.030548 0.420989 -0.330316 0.0374 0.0320 -0.0009 0.221
H 1.584083 1.857612 0.670330 0.1474 -0.0794 -0.1093 0.392
H 2.572320 4.614640 0.869006 -0.1508 -0.1378 0.0709 0.242
H 0.291492 5.397302 1.173001 -0.0255 0.0827 0.0048 0.204
H 0.377535 4.457154 -0.318480 0.0409 0.0848 -0.0062 0.214
H -1.655879 3.906984 1.018029 -0.0153 -0.0947 -0.0734 0.213
H -0.616689 2.499007 0.834857 -0.0596 -0.0841 -0.0623 0.186
H -1.388308 2.696663 3.176518 -0.0405 0.0654 0.0554 0.208
H -0.733631 4.333798 3.269943 -0.0475 0.0574 0.0596 0.194
H 0.881957 1.783899 2.821122 0.0035 -0.1187 0.0321 0.186
H 0.830914 2.726790 4.305255 0.0315 -0.1185 -0.0129 0.213
H 1.813423 4.672326 3.176381 0.0130 0.0614 0.0503 0.204
H 2.860844 3.267783 2.959960 0.0451 0.0843 0.0014 0.216
H -1.953515 -2.521775 -2.988619 -0.0122 0.0422 -0.0919 0.234
H -4.070231 -3.811824 -2.771449 -0.0822 0.0079 -0.0940 0.226
```
Forces are in eV/Å.

Output
**SMILES**: COc1ccc(-c2noc(CCCC(=O)NC3CCCCC3)n2)cc1
**Energy above the lowest of the compared OMol25 structures with the same formula, charge and spin**: 66.6 kcal/mol
**HOMO level**: -8.495 eV
**Frontier orbital gap**: 9.13 eV

---

Record 2
Entry from the OMol25 dataset: a molecular structure, C19H25N3O5S (ωB97M-V/def2-TZVPD).

The geometry in XYZ format:
```
53
Properties=species:S:1:pos:R:3:forces:R:3:nbo_charge:R:1
C 5.679983 -2.561577 1.688257 6.6717 -0.5201 -13.3210 -0.582
C 4.875974 -2.706162 0.380600 -5.0330 0.1749 0.8602 -0.057
O 4.100127 -1.451091 0.125987 -3.3535 -5.9503 3.9655 -0.525
C 4.587322 -0.449704 -0.402767 1.2447 5.0264 -3.7490 0.317
C 5.850601 -0.517456 -1.015958 -0.0027 0.9111 1.9644 -0.351
C 6.247105 0.763183 -1.341592 4.2558 -1.1673 -1.4339 -0.207
C 5.403551 1.840554 -1.271840 11.6877 4.7594 -5.7808 -0.232
C 4.174413 1.926874 -1.079506 -10.2477 0.3952 3.2712 -0.260
C 3.652388 0.748736 -0.521407 3.0184 -3.2175 0.3248 0.100
N 2.450071 0.535897 0.075902 -3.4751 1.2462 1.0948 -0.696
C 1.336122 1.683919 0.119790 1.4698 -9.0341 0.0133 0.780
O 1.365238 2.712190 -0.422863 0.1670 1.7284 -0.0774 -0.518
C 0.139762 0.732163 0.610382 2.5811 13.0359 11.3999 -0.298
C -0.503805 -0.023020 -0.182531 -5.4336 -10.3441 1.0951 -0.473
C -1.844936 -0.637880 0.257347 4.4890 5.2805 10.8029 -0.171
N -2.819534 0.418896 0.835815 0.7906 -0.6132 -2.6547 -0.623
S -3.613970 0.834148 -0.541391 -1.2976 9.7684 -1.5785 2.177
O -4.199092 2.241834 -0.191675 1.8549 -4.0033 -1.1181 -0.953
O -2.863455 0.918828 -1.907180 -2.3647 -1.9385 4.6798 -0.872
C -5.024165 -0.102605 -0.398383 3.8422 -1.8904 -4.1165 -0.591
C -6.092518 -0.078565 0.271090 -4.8942 6.7364 11.2831 0.482
O -6.992536 -1.000589 0.284653 2.2526 -1.3410 -3.7852 -0.269
N -6.398181 -1.734144 -0.837774 -6.9502 -5.9692 0.2783 -0.196
C -5.337741 -1.257007 -1.124100 6.5763 0.6406 -6.9304 0.232
C -4.467791 -1.694303 -2.648964 3.4197 -1.3795 11.2031 -0.489
H -5.037014 -2.207613 -3.203047 -4.5695 -2.8161 -4.8269 0.190
H -3.861286 -2.889750 -2.050088 -1.1273 3.7813 -1.8790 0.162
H -3.763829 -0.933970 -2.823442 0.6208 0.6301 -0.7568 0.247
C -6.430562 0.862639 1.542684 2.9045 5.7659 -12.3779 -0.589
H -7.393087 0.957484 1.620172 -5.3913 0.5018 0.6924 0.204
H -5.893307 1.965459 1.119316 -1.7398 -3.0982 1.7671 0.245
H -5.959247 0.535190 2.250156 5.0407 -3.4776 8.0983 0.184
C -2.145945 1.511322 1.585326 -3.7846 2.5184 -3.9199 -0.251
C -0.905285 1.911482 0.967856 2.4837 5.1751 0.5817 -0.382
H -1.133791 2.483281 0.054231 0.2090 -0.2960 0.0380 0.231
H -0.412775 2.970650 1.715988 -1.1813 -3.6066 -2.0743 0.214
H -1.971880 1.025933 2.375320 1.6793 -3.7197 6.7845 0.182
H -2.929566 2.274356 1.927321 1.2841 -0.7188 -1.2275 0.256
H -1.655346 -1.137057 1.323496 0.0133 0.0385 -2.4242 0.188
H -2.462206 -1.148783 -0.225530 -3.9043 -5.1658 -5.0992 0.185
H -0.669487 0.290100 -1.014012 -1.2557 3.7835 -10.2337 0.238
H 0.004138 -0.882878 -0.162118 2.3827 -3.8905 -1.5369 0.219
H 0.278193 0.379513 1.699942 0.7316 -0.1638 -1.7757 0.223
H 2.189165 -0.484239 0.481700 1.0739 3.5740 -1.3527 0.433
H 3.448273 2.830694 -1.061657 1.9264 -1.4906 -0.4438 0.260
H 6.021977 2.829309 -1.860154 -2.0478 -2.5417 2.0778 0.187
H 7.396149 0.782537 -1.725077 -2.9807 0.7792 0.9003 0.208
H 6.608761 -1.346029 -0.805674 -1.3635 1.2844 -0.7547 0.220
H 5.330708 -2.862207 -0.612962 0.2849 -0.8112 1.0065 0.212
H 3.856250 -3.422983 0.602089 3.2725 1.4205 -0.9588 0.194
H 6.366884 -1.702218 1.420982 -0.1326 -1.0384 0.6323 0.209
H 6.198581 -3.445491 1.706371 1.5517 -2.0299 0.9753 0.216
H 5.220627 -2.289861 2.388899 -7.2497 3.2775 10.3972 0.184
```
Forces are in eV/Å.

Output
**Energy above the lowest of the compared OMol25 structures with the same formula, charge and spin**: 552.8 kcal/mol
**HOMO level**: -7.032 eV
**Frontier orbital gap**: 7.24 eV

---

Record 3
Entry from the OMol25 dataset: a single C19H25N3OS molecule (ωB97M-V/def2-TZVPD).

The geometry in XYZ format:
```
49
Properties=species:S:1:pos:R:3:forces:R:3:nbo_charge:R:1
C 0.491821 -4.541394 -5.556543 0.0381 -0.0310 0.0242 -0.631
C -0.204757 -4.460227 -4.232432 -0.1636 -0.0970 0.1263 0.024
C -1.054617 -5.480277 -3.821197 0.0256 -0.0139 -0.0588 -0.246
C -1.685173 -5.410273 -2.592157 0.0001 0.0016 0.0210 -0.188
C -1.476689 -4.325966 -1.761862 0.0381 0.0789 0.0266 -0.277
C -0.626337 -3.297660 -2.161822 -0.0009 -0.2252 -0.1984 0.247
N -0.450767 -2.219574 -1.286824 -0.3314 -0.2462 0.2669 -0.631
C 0.340639 -1.117429 -1.418826 -0.1639 0.4453 0.4124 0.698
O 1.037062 -0.877178 -2.379489 0.2004 0.0009 -0.2434 -0.608
C 0.276638 -0.207911 -0.202841 0.2564 -0.0824 -0.0337 -0.504
C 1.106631 -0.804591 0.940031 -0.0204 0.1694 0.2185 -0.377
C 1.143570 0.047198 2.216856 -0.1228 -0.0160 -0.2197 -0.213
C -0.244697 0.266538 2.820504 0.2321 -0.0008 0.1801 -0.446
C -0.125667 1.093275 4.105348 -0.1967 -0.1611 -0.0857 -0.205
N 0.546368 2.362794 3.930737 -0.0073 0.1010 0.0745 -0.436
C -0.248957 3.482650 3.475885 0.1305 -0.0188 0.3430 -0.266
C -0.539595 3.565090 2.008408 0.4989 0.8076 -0.3106 0.071
N -1.405529 2.863580 1.368108 -0.4676 -0.3695 0.5881 -0.462
C -1.417797 3.136836 0.043312 0.2541 0.3276 -0.5179 -0.056
C -0.535927 4.087473 -0.359095 0.2040 0.0992 0.1371 -0.446
S 0.357963 4.678476 0.984817 -0.6011 -0.5638 0.1317 0.391
C 1.842453 2.202413 3.305831 0.1110 0.0088 -0.1349 -0.217
C 1.816436 1.402484 1.996681 -0.0033 -0.1088 0.2619 -0.419
C 0.005492 -3.372700 -3.397929 0.1014 0.1150 -0.0641 -0.288
H -0.184503 -4.907623 -6.326364 -0.0021 -0.0077 -0.0865 0.216
H 1.332020 -5.233257 -5.493525 0.0686 -0.0217 -0.0667 0.221
H 0.873659 -3.568261 -5.852993 0.0422 0.0424 -0.0762 0.219
H -1.222352 -6.330390 -4.466116 -0.0275 -0.0905 -0.0769 0.208
H -2.345145 -6.205224 -2.277132 -0.0548 -0.0530 0.0314 0.212
H -1.972701 -4.272655 -0.802233 -0.0494 0.0106 0.0976 0.200
H -0.982301 -2.292396 -0.429970 0.1394 0.1134 -0.1330 0.393
H -0.760521 -0.072198 0.106316 -0.0519 0.0563 0.0118 0.213
H 0.686993 0.757198 -0.497793 -0.1020 -0.0317 -0.0632 0.235
H 0.710160 -1.791252 1.196984 0.0527 -0.0522 -0.0010 0.196
H 2.130150 -0.944937 0.583959 0.0224 -0.0867 -0.0265 0.213
H 1.744729 -0.507277 2.950155 0.0035 0.0066 0.0058 0.196
H -0.711859 -0.693082 3.051929 -0.0586 -0.0910 -0.0038 0.202
H -0.883431 0.806674 2.122694 -0.0200 -0.1427 0.0293 0.231
H -1.115762 1.279291 4.525914 0.0226 -0.0210 0.0747 0.201
H 0.457630 0.528796 4.843367 -0.0894 -0.0647 0.0162 0.186
H 0.282055 4.397118 3.764851 -0.1364 -0.0108 0.0165 0.205
H -1.200639 3.448872 4.013924 0.0624 0.1026 -0.0585 0.226
H -2.101574 2.605839 -0.593922 -0.0954 -0.0387 -0.1857 0.215
H -0.361021 4.468582 -1.344133 -0.0234 0.0425 -0.2580 0.245
H 2.270333 3.192869 3.133463 0.0744 -0.0032 0.0592 0.199
H 2.480430 1.677425 4.026764 0.0949 0.0430 -0.0585 0.192
H 2.838802 1.261766 1.640754 0.0627 0.0140 -0.0724 0.211
H 1.272432 1.963439 1.238185 0.0350 0.0286 -0.1050 0.200
H 0.661570 -2.574847 -3.703175 0.0184 0.0346 -0.0157 0.252
```
Forces are in eV/Å.

Output
**SMILES**: Cc1cccc(NC(=O)CCC2CCN(Cc3nccs3)CC2)c1
**Energy above the lowest of the compared OMol25 structures with the same formula, charge and spin**: 25.1 kcal/mol
**HOMO level**: -8.318 eV
**Frontier orbital gap**: 8.98 eV

---

| no. | electronic energy (Ha) |
| --- | --- |
| 1 | -1129.00364 |
| 2 | -1676.86330 |
| 3 | -1376.72726 |